# C21H58Mn2N2O29S7

A structure of composition C21H58Mn2N2O29S7 at a distorted geometry (the ωB97M-V functional and the def2-TZVPD basis, the Open Molecules 2025 dataset).

XYZ file:
```
119
Properties=species:S:1:pos:R:3
Mn 0.16 -1.14 -0.13
Mn 1.34 -0.59 2.71
S 2.52 -3.12 -1.80
S 2.38 2.56 4.02
S -0.57 0.54 -2.94
S -2.37 5.47 -0.17
S -2.50 -3.12 -1.16
S -5.63 1.59 -1.94
S 4.83 -1.23 2.70
O 1.61 -2.14 -1.20
O -0.59 0.34 2.75
O -6.84 2.26 -1.44
O 0.27 -2.11 1.72
O 0.73 1.19 -2.77
O -3.10 -4.47 -0.42
O 2.17 1.16 3.62
O -0.85 -0.65 -2.08
O 2.17 -2.67 5.89
O 1.57 3.42 2.83
O -4.70 2.27 -2.84
O 1.24 -1.05 6.87
O 3.35 -1.16 2.62
O -3.03 6.77 -0.29
O 5.56 -2.31 2.06
O 3.58 -2.78 -2.71
O 1.14 -1.31 4.68
O -0.83 5.64 -0.80
O 5.41 0.25 2.10
O -5.97 0.04 -2.43
O 1.46 0.10 0.81
O 3.73 3.10 4.32
O 1.54 -4.35 -2.36
O -2.88 4.21 -0.73
O -3.54 -2.10 -1.34
O -1.22 -2.75 -0.55
O -1.96 1.82 2.04
O -0.86 0.05 -4.50
O -1.36 0.13 0.81
N 1.52 -1.68 5.83
N -1.31 0.76 1.85
C 3.38 -4.02 -0.44
C 0.54 -1.69 -5.34
C 6.45 1.56 0.40
C 2.16 -5.37 -3.15
C 1.74 4.84 2.74
C 1.33 -6.70 -3.10
C -1.96 5.30 1.59
C -0.04 4.47 -1.02
C -4.07 -4.38 0.63
C 0.24 -0.16 -5.41
C 5.57 0.33 0.64
C 2.92 5.02 1.74
C -7.24 -1.24 -0.80
C -3.46 -3.63 1.79
C -4.71 1.26 -0.39
C -2.11 -3.87 -2.83
C -1.88 1.75 -2.77
C 5.29 -1.08 4.55
C 1.37 4.88 -1.43
C 1.22 2.97 5.46
C -7.23 -0.51 -2.14
H 3.06 6.09 1.54
H -1.24 6.04 1.94
H 3.93 4.90 2.14
H -1.49 -4.76 -2.71
H -8.01 0.25 -2.08
H -1.93 2.21 -1.78
H 0.33 -6.50 -3.47
H 1.52 2.36 6.32
H -3.89 -3.62 2.79
H 1.25 4.03 5.74
H -1.66 2.44 -3.58
H 0.30 2.82 4.91
H 2.14 4.11 -1.49
H -4.10 0.36 -0.45
H -2.98 -4.37 -3.26
H 3.17 -5.70 -2.89
H 0.54 -2.16 -4.35
H 1.41 -1.94 -5.95
H 4.83 -1.95 5.02
H -7.58 -1.19 -2.92
H 1.63 1.07 0.81
H 1.21 0.32 -5.32
H 1.26 -7.03 -2.06
H -8.29 -1.52 -0.75
H -2.82 5.35 2.26
H 0.91 5.39 2.30
H -5.03 -3.92 0.41
H -1.69 -3.13 -3.52
H 0.05 3.80 -0.16
H -0.12 0.17 -6.38
H -0.55 4.01 -1.87
H 7.48 1.47 0.75
H -0.22 -2.29 -5.84
H -2.39 -3.85 1.86
H -4.13 2.16 -0.23
H -5.50 1.09 0.35
H 2.73 4.45 0.84
H -6.55 -2.08 -0.85
H 6.47 1.89 -0.64
H -3.47 -2.59 1.47
H 1.72 5.69 -0.77
H 2.12 -4.97 -4.16
H 2.73 -4.77 0.02
H -4.29 -5.44 0.79
H 1.84 5.28 3.73
H 5.97 2.40 0.91
H 1.32 5.22 -2.46
H 5.93 -0.66 0.36
H 1.65 -7.44 -3.82
H 4.95 -0.09 4.86
H 6.37 -1.21 4.50
H 4.61 0.56 0.19
H -2.81 1.22 -2.97
H -7.02 -0.45 -0.08
H -1.57 4.30 1.79
H 0.18 -2.85 2.36
H 3.62 -3.22 0.25
H 4.36 -4.39 -0.75
```

Output
Multiplicity ... 11
<S²> ... 30.006
Energy above the lowest of the compared OMol25 structures with the same formula, charge and spin ... 23.9 kcal/mol
Kohn-Sham gap (spin up / spin down) ... 7.16 / 8.00 eV
E_HOMO (spin up / spin down) ... -7.17 / -8.00 eV
Molecular weight ... 1137.03 g/mol

Löwdin atomic charge list, values in e, 8 entries: 0.79, 0.76, 0.72, 0.76, 0.74, 0.71, 0.73, 0.70



# C21H58Mn2N2O29S7

A structure of composition C21H58Mn2N2O29S7 at a distorted geometry (the ωB97M-V functional and the def2-TZVPD basis, the Open Molecules 2025 dataset).

XYZ file:
```
119
Properties=species:S:1:pos:R:3
Mn 0.13 -0.52 0.91
Mn -2.65 1.28 -0.89
S -1.87 -4.84 -5.59
S -1.57 0.61 -4.15
S -2.23 -1.59 4.90
S -2.08 4.47 -2.21
S 1.11 -2.98 -1.51
S 0.20 2.22 3.18
S 3.58 -0.08 0.84
O 0.02 -4.21 -1.27
O 4.28 -1.27 0.30
O -2.42 3.11 -1.83
O -0.71 0.78 -0.46
O -2.27 -0.43 4.05
O 4.37 1.33 0.40
O -0.46 4.52 -2.40
O -2.14 0.53 -2.79
O -0.80 -1.61 5.83
O -1.70 -4.07 -6.83
O 1.24 -2.87 -2.94
O -2.55 5.64 -1.53
O -3.37 -1.85 5.83
O -3.10 2.23 0.95
O 2.13 0.19 0.67
O 0.45 3.55 2.59
O 1.50 1.92 4.24
O -3.35 -0.61 -0.18
O 0.03 0.97 2.41
O -4.02 3.15 2.65
O -3.55 -2.40 0.93
O 1.06 -1.85 2.05
O -0.38 1.77 -4.16
O -1.87 -1.13 1.19
O -2.47 -3.76 -4.44
O -4.96 3.24 0.69
O 0.70 -1.78 -0.77
O -2.69 -6.05 -5.51
O -2.42 0.81 -5.32
N -4.03 2.88 1.47
N -2.96 -1.38 0.68
C -2.00 -3.16 3.94
C -3.00 -4.33 -3.25
C 0.42 -1.45 5.15
C -1.15 2.29 4.39
C -2.51 4.80 -3.97
C 2.67 -3.77 -0.86
C 1.93 2.84 5.24
C -1.44 -5.60 0.10
C -0.23 -5.13 -4.77
C -0.55 -0.94 -4.42
C 0.40 4.02 -1.42
C 3.97 -0.09 2.68
C 1.16 3.23 -5.52
C 1.47 -1.15 6.25
C 3.70 2.60 0.57
C 4.82 3.67 0.51
C -3.18 -3.13 -2.23
C 0.95 5.05 -0.44
C 0.09 2.08 -5.48
C -0.42 -4.50 0.06
C 3.07 3.69 4.64
H 1.54 3.39 -6.53
H -4.00 -2.46 -2.51
H -0.74 2.33 -6.14
H -1.01 -6.51 -0.30
H 2.70 -4.77 -1.29
H 4.35 4.63 0.72
H 5.38 3.69 -0.42
H 1.10 3.47 5.57
H 2.96 2.75 -0.22
H -3.43 -3.54 -1.25
H 5.03 -0.19 2.91
H 0.81 -2.29 4.58
H 3.47 -0.96 3.12
H -3.51 4.41 -4.14
H -1.84 4.15 -4.52
H 3.85 3.04 4.26
H -1.16 1.50 5.13
H -0.04 3.13 -0.98
H -1.28 -2.93 3.15
H 0.36 -0.60 4.47
H 1.10 -0.35 6.90
H -1.61 -3.91 4.62
H -2.43 5.85 -4.24
H -2.26 -5.40 -0.59
H -0.33 -5.40 -3.72
H 2.40 -0.84 5.77
H 0.29 -5.92 -5.32
H -2.28 -2.52 -2.20
H -1.03 3.26 4.87
H -2.38 -5.15 -2.90
H 3.17 2.69 1.51
H -0.26 -1.00 -5.47
H 1.26 3.58 -1.93
H -0.06 0.93 -1.17
H 3.52 4.34 5.38
H 5.53 3.52 1.33
H 0.44 -4.82 0.64
H 0.31 -4.20 -4.96
H 2.56 -3.75 0.22
H -1.13 -1.75 -3.97
H -4.01 -4.73 -3.39
H 0.33 -0.71 -3.81
H -0.83 -3.59 0.49
H 3.48 -3.15 -1.26
H 0.15 5.31 0.26
H -2.02 2.33 3.73
H 1.61 -2.07 6.80
H 1.69 4.59 0.21
H 3.43 0.73 3.15
H 0.89 4.18 -5.06
H 2.64 4.19 3.76
H 0.61 1.21 -5.91
H 2.31 2.35 6.13
H 1.94 2.82 -4.88
H 1.42 5.90 -0.94
H 1.56 -2.46 2.63
H -2.96 -3.46 3.52
H -1.94 -5.80 1.05
```

Output
Multiplicity ... 11
<S²> ... 30.006
Energy above the lowest of the compared OMol25 structures with the same formula, charge and spin ... 0.0 kcal/mol
Kohn-Sham gap (spin up / spin down) ... 7.89 / 8.41 eV
E_HOMO (spin up / spin down) ... -8.02 / -8.54 eV
Molecular weight ... 1137.03 g/mol

Löwdin atomic charge list, values in e, 8 entries: 0.74, 0.94, 0.70, 0.75, 0.72, 0.71, 0.71, 0.77



Number 1 is which compound?
C21H58Mn2N2O29S7